Entry 1:
122
Properties=species:S:1:pos:R:3 method="wB97M-V/def2-TZVPD" orbital_gap_ev=5.545 spin_multiplicity=1 charge=-2
Cs -0.1168 0.5262 0.0503
C 4.7227 -0.5382 6.8167
S 4.6789 1.1563 6.2125
C 3.2131 1.2410 5.1617
S 1.9580 0.0933 5.2671
N 3.3346 2.3002 4.4133
N 2.2231 2.6413 3.6481
C 2.5373 3.4290 2.6963
C 1.5706 4.0245 1.7579
C 1.9989 5.1111 0.9916
C 1.1321 5.6807 0.0759
C -0.1468 5.1641 -0.0391
C -0.4987 4.0972 0.7789
N 0.3366 3.5251 1.6437
H 5.1399 -0.5257 7.8243
H 5.3335 -1.1769 6.1783
H 3.7016 -0.9163 6.8489
H 3.5792 3.7321 2.5661
H 3.0104 5.4796 1.1085
H 1.4534 6.5110 -0.5424
H -0.8671 5.5677 -0.7383
H -1.5067 3.6853 0.7489
C 5.0903 1.1299 -1.9182
C 3.7311 1.8044 -2.1023
C 3.4043 2.6421 -0.8642
P 2.3759 0.5415 -2.2818
C 2.7856 -0.3781 -3.8539
C 3.1920 0.5042 -5.0283
C 3.7859 -1.5164 -3.6345
C 0.9959 1.5741 -2.9028
C 1.0295 2.9370 -3.1921
C -0.0889 3.6318 -3.6298
C -0.0288 5.1078 -3.9240
C -1.2797 2.9139 -3.7712
C -1.3515 1.5639 -3.5009
C -0.2093 0.8440 -3.0776
N -0.2175 -0.4695 -2.7176
C -0.9969 -1.3671 -3.3810
C -1.2513 -1.2787 -4.7746
C -1.9827 -2.2380 -5.4419
C -2.5023 -3.3550 -4.7844
C -3.2812 -4.4141 -5.5198
C -2.2347 -3.4637 -3.4266
C -1.5005 -2.5177 -2.7140
P -1.0955 -2.6328 -0.9391
C 0.1687 -4.0114 -0.9321
C 1.4972 -3.3629 -1.3291
C -0.0660 -5.2338 -1.8171
C -2.6109 -3.3245 -0.0791
C -3.8487 -2.5513 -0.5367
C -2.8782 -4.8275 -0.0482
H 5.8328 1.8584 -1.5787
H 5.4590 0.6838 -2.8429
H 5.0350 0.3400 -1.1628
H 3.7837 2.4558 -2.9808
H 3.4984 2.0371 0.0430
H 2.3904 3.0444 -0.8847
H 4.0928 3.4876 -0.7674
H 1.8146 -0.8317 -4.0741
H 4.1416 1.0127 -4.8337
H 2.4369 1.2645 -5.2348
H 3.3256 -0.0975 -5.9337
H 4.8183 -1.1602 -3.6731
H 3.6742 -2.2749 -4.4154
H 3.6382 -2.0064 -2.6705
H 1.9554 3.4888 -3.0621
H 0.9113 5.5356 -3.5694
H -0.8433 5.6479 -3.4339
H -0.1033 5.3159 -4.9960
H -2.1823 3.4397 -4.0705
H -2.2967 1.0404 -3.5787
H -0.8632 -0.4245 -5.3172
H -2.1533 -2.1234 -6.5096
H -3.7919 -3.9969 -6.3906
H -4.0407 -4.8644 -4.8765
H -2.6397 -5.2262 -5.8785
H -2.6222 -4.3278 -2.8956
H 0.2262 -4.3238 0.1177
H 1.4110 -2.9117 -2.3227
H 2.3002 -4.1075 -1.3655
H 1.7891 -2.5654 -0.6457
H -0.1163 -4.9361 -2.8664
H -0.9810 -5.7740 -1.5788
H 0.7729 -5.9308 -1.7110
H -2.4195 -3.0161 0.9571
H -4.1105 -2.8042 -1.5666
H -3.6913 -1.4730 -0.4726
H -4.7012 -2.8002 0.1035
H -3.1584 -5.2123 -1.0317
H -3.7128 -5.0359 0.6300
H -2.0163 -5.3954 0.3058
Cl 0.4724 -2.0619 2.2038
C 2.2280 -1.8740 2.3885
Cl 2.9043 -0.8123 1.1382
H 2.6802 -2.8514 2.2746
H 2.4081 -1.4060 3.3553
O -2.9586 0.5853 0.6021
H -3.5390 1.3706 0.7511
H -2.6524 0.3917 1.5038
Cl -4.3423 3.1193 1.5771
C -3.7822 0.1169 3.6527
N -2.3077 0.0395 3.6183
C -1.8809 -1.0020 4.5577
N -2.3471 -0.7458 5.9281
C -3.8069 -0.6501 5.8996
N -4.2925 0.3920 5.0009
C -3.7126 1.6783 5.4194
N -2.2506 1.6430 5.4475
C -1.7637 1.3300 4.0972
C -1.8191 0.5681 6.3381
H -4.1893 -0.8371 3.3028
H -4.1211 0.9171 2.9928
H -0.7911 -1.0449 4.5641
H -2.2756 -1.9668 4.2243
H -4.1637 -0.4394 6.9128
H -4.2177 -1.6120 5.5770
H -4.0802 1.9180 6.4222
H -4.0390 2.4466 4.7158
H -0.6728 1.2669 4.1222
H -2.0663 2.1213 3.4084
H -2.1755 0.7797 7.3510
H -0.7284 0.5262 6.3409

***

Entry 2:
153
Properties=species:S:1:pos:R:3 method="wB97M-V/def2-TZVPD" orbital_gap_ev=7.659 spin_multiplicity=1 charge=-1
C 3.7600 3.6240 1.6287
C 3.4478 3.1477 0.1181
C 2.0297 3.6178 -0.4325
F 2.2956 4.0982 -1.7788
P 0.7490 2.1278 -0.6271
O -0.5291 3.1471 -0.0845
Cl 0.1952 2.9053 -2.5911
O -0.4009 0.8310 -0.9458
C 0.2588 -0.3613 -0.4393
P -0.5824 -2.0307 -0.7715
N -2.1068 -1.7891 -1.2288
O -0.4362 -3.1288 0.5140
O 0.1410 -2.7768 -2.1373
C 0.9301 -0.0134 0.9607
C 2.4535 -0.5368 0.7281
C 3.4400 -0.2210 1.9394
C 3.6646 -1.4318 2.9513
F 3.2911 -2.7770 2.7213
C 4.3251 -1.1067 4.1685
F 5.4958 -0.3164 4.1974
F 3.7722 -1.6201 5.3673
C 0.2596 -0.2694 2.3472
F 0.6185 -1.5977 2.7489
F 0.8755 0.5478 3.3447
C -1.2960 -0.1367 2.5330
F -1.6451 -1.1198 3.5138
F -2.1079 -0.4322 1.4371
C -1.8589 1.2319 3.1467
F -1.6298 1.1410 4.5533
F -1.1994 2.3831 2.7363
C -3.4644 1.3668 3.0471
F -3.7988 2.3004 4.0705
F -4.1435 0.1917 3.3935
C -4.0175 1.9830 1.6908
F -4.4784 3.3042 1.9575
F -3.0958 2.1146 0.6607
C -5.2800 1.2070 1.0569
F -4.9659 -0.1263 0.7014
F -5.5059 1.8524 -0.1895
C -6.6392 1.3458 1.8725
F -7.4481 2.2981 1.2169
F -6.5174 1.7667 3.1935
C -7.5264 -0.0035 1.8951
F -6.9045 -1.0052 2.7052
F -7.7731 -0.4900 0.5771
F -8.8069 0.2335 2.4360
O 1.1579 1.4310 0.9225
H 4.7224 4.2420 1.5849
H 4.0051 2.7414 2.3182
H 2.9274 4.2824 2.0239
H 3.6253 2.0279 0.0880
H 4.2515 3.6086 -0.5563
H 1.5956 4.5062 0.1207
H 1.8477 1.5443 -1.3717
H -0.3119 3.6264 0.7352
H 1.0944 -0.4439 -1.2457
H -2.7086 -2.3114 -0.5640
H -0.8935 -3.9625 0.2731
H 1.0810 -2.9769 -1.9405
H 2.3988 -1.6665 0.6094
H 2.9066 -0.0117 -0.1804
H 4.4727 -0.0256 1.4693
H 3.1925 0.7540 2.4876
C -5.1309 -0.3309 -3.4862
C -6.4593 -1.0627 -3.5035
O -6.7362 -1.6045 -4.8039
C -6.0823 -2.7322 -5.1116
O -5.3078 -3.3225 -4.4033
O -6.4221 -3.0808 -6.3655
C -5.7181 -4.2189 -6.8554
H -5.0985 0.4244 -4.2755
H -4.9709 0.1558 -2.5222
H -4.2991 -1.0146 -3.6661
H -7.2644 -0.3581 -3.2820
H -6.4986 -1.8467 -2.7427
H -5.8050 -5.0649 -6.1710
H -4.6691 -3.9644 -7.0202
H -6.1618 -4.5005 -7.8107
C -8.1570 -3.8364 1.2489
C -7.5986 -4.3189 2.5691
O -7.5886 -5.7515 2.6358
C -6.5960 -6.3528 1.9654
O -5.7284 -5.8041 1.3353
O -6.7508 -7.6811 2.0965
C -5.8099 -8.4461 1.3463
H -9.1410 -4.2756 1.0662
H -8.2377 -2.7493 1.2527
H -7.5152 -4.1316 0.4161
H -8.2419 -3.9721 3.3808
H -6.5996 -3.9157 2.7534
H -4.7850 -8.1428 1.5672
H -6.0179 -8.3480 0.2789
H -5.9289 -9.4922 1.6290
C -1.6728 9.4770 -5.6018
C -0.7814 8.4018 -5.0097
O -1.2877 7.9490 -3.7502
C -2.3212 7.0956 -3.8179
O -2.8387 6.6848 -4.8264
O -2.6979 6.8005 -2.5628
C -3.8568 5.9738 -2.4888
H -1.8203 10.2903 -4.8867
H -1.2331 9.8826 -6.5156
H -2.6617 9.0816 -5.8429
H 0.2098 8.8179 -4.8160
H -0.6498 7.5624 -5.6970
H -3.7389 5.0705 -3.0895
H -4.7346 6.5388 -2.8106
H -3.9955 5.6789 -1.4487
C 7.4778 -4.1101 3.3639
C 6.7530 -4.2259 2.0369
O 7.2107 -3.2296 1.1119
C 8.3863 -3.4836 0.5241
O 9.0735 -4.4615 0.6972
O 8.6849 -2.4463 -0.2743
C 9.9670 -2.5442 -0.8912
H 7.3962 -3.0942 3.7583
H 7.0619 -4.8087 4.0925
H 8.5431 -4.3238 3.2525
H 5.6869 -4.0452 2.1901
H 6.8520 -5.2265 1.6077
H 10.0839 -3.4942 -1.4164
H 10.7508 -2.4209 -0.1411
H 10.0507 -1.7357 -1.6175
C 6.8492 -5.1882 -2.0692
C 7.5526 -6.4242 -1.5439
O 6.6695 -7.5546 -1.5337
C 6.4678 -8.1401 -2.7216
O 6.9614 -7.8104 -3.7710
O 5.5963 -9.1470 -2.5461
C 5.2174 -9.7979 -3.7569
H 5.9290 -5.0028 -1.5094
H 7.4967 -4.3125 -1.9883
H 6.5646 -5.3082 -3.1167
H 7.8564 -6.2547 -0.5093
H 8.4586 -6.6466 -2.1135
H 6.0917 -10.1250 -4.3227
H 4.5976 -9.1307 -4.3592
H 4.6281 -10.6763 -3.4936
C 1.5606 7.4609 5.5964
C 2.9152 7.9082 5.0812
O 2.9843 7.8027 3.6546
C 2.3708 8.7797 2.9713
O 1.7867 9.7221 3.4463
O 2.4964 8.5109 1.6632
C 1.8007 9.4239 0.8160
H 1.3238 6.4580 5.2332
H 1.5457 7.4560 6.6883
H 0.7661 8.1226 5.2454
H 3.6903 7.2505 5.4805
H 3.1555 8.9242 5.4054
H 2.0755 10.4575 1.0350
H 0.7234 9.2820 0.9219
H 2.0804 9.2029 -0.2140

***

Entry 3:
113
Properties=species:S:1:pos:R:3 method="wB97M-V/def2-TZVPD" orbital_gap_ev="5.782 / 5.229" s_squared=0.790 spin_multiplicity=2 charge=-1 relative_energy_kj_mol=10.46
Cs -0.0135 -0.4979 -0.7681
C 3.0371 -3.2593 -1.5329
C 1.8029 -3.7871 -2.2634
C 2.2454 -4.5739 -3.5006
C 0.9992 -4.6943 -1.3281
O 1.0458 -2.6567 -2.6389
Ge -0.5665 -2.7496 -3.6315
O -0.6161 -0.8607 -3.7386
C 0.1164 -0.0690 -4.6482
C 1.4655 0.3217 -4.0338
C -0.7142 1.1872 -4.9079
C 0.3589 -0.7979 -5.9723
O -1.5808 -2.7064 -2.0336
C -2.9881 -2.7817 -1.9431
C -3.3191 -3.0107 -0.4683
C -3.5315 -3.9461 -2.7745
C -3.6161 -1.4673 -2.4110
H 3.6881 -4.0729 -1.2022
H 2.7350 -2.6845 -0.6539
H 3.6059 -2.6019 -2.1938
H 2.8950 -5.4115 -3.2324
H 2.7923 -3.9116 -4.1754
H 1.3791 -4.9679 -4.0348
H 1.6058 -5.5420 -0.9964
H 0.1088 -5.0730 -1.8340
H 0.6640 -4.1374 -0.4502
H 1.3246 0.9534 -3.1507
H 2.0742 0.8873 -4.7453
H 2.0048 -0.5780 -3.7334
H -0.9176 1.6960 -3.9627
H -1.6689 0.9145 -5.3618
H -0.1932 1.8833 -5.5711
H 1.0058 -1.6657 -5.8245
H 0.8392 -0.1369 -6.6986
H -0.5886 -1.1460 -6.3882
H -2.8684 -3.9445 -0.1258
H -4.3990 -3.0571 -0.3033
H -2.9157 -2.1966 0.1407
H -3.0339 -4.8716 -2.4766
H -3.3424 -3.7856 -3.8373
H -4.6088 -4.0661 -2.6314
H -3.2888 -0.6460 -1.7676
H -4.7085 -1.5117 -2.3691
H -3.3029 -1.2401 -3.4312
C 2.2865 5.2543 1.0362
C 1.5054 4.2712 0.1691
C 0.0338 4.2823 0.5964
P 2.0282 2.4773 0.1417
C 3.5560 2.4072 -0.9297
C 4.0250 0.9501 -0.9086
C 4.7448 3.3495 -0.7588
C 2.5648 2.1292 1.8466
C 3.6769 2.7204 2.4483
C 4.0959 2.4344 3.7396
C 5.3085 3.0941 4.3428
C 3.3350 1.5041 4.4539
C 2.2229 0.9010 3.9145
C 1.7746 1.1859 2.5866
N 0.6928 0.6372 2.0369
C -0.0694 -0.2915 2.7331
C -1.2101 0.1220 3.4560
C -1.4460 1.5936 3.6492
C -2.0778 -0.8238 3.9860
C -1.8643 -2.1903 3.8321
C -2.8629 -3.1951 4.3430
C -0.7094 -2.5899 3.1760
C 0.1988 -1.6724 2.6531
C 1.4955 -2.1550 2.0628
H 1.8644 6.2593 0.9346
H 3.3426 5.3073 0.7751
H 2.2200 4.9685 2.0873
H 1.5644 4.5881 -0.8803
H -0.0701 3.8585 1.5992
H -0.5839 3.6828 -0.0742
H -0.3616 5.3023 0.6163
H 3.1285 2.5977 -1.9230
H 4.4674 0.7032 0.0594
H 4.7678 0.7644 -1.6888
H 3.1855 0.2695 -1.0734
H 5.2849 3.1515 0.1670
H 4.4505 4.3991 -0.7697
H 5.4505 3.1977 -1.5822
H 4.2436 3.4558 1.8909
H 5.7279 3.8332 3.6574
H 6.1019 2.3751 4.5694
H 5.0724 3.6135 5.2764
H 3.6254 1.2511 5.4709
H 1.6566 0.1896 4.5062
H -1.5509 2.1024 2.6878
H -0.5942 2.0618 4.1475
H -2.3452 1.7748 4.2419
H -2.9463 -0.4832 4.5461
H -3.3449 -2.8458 5.2581
H -2.3876 -4.1535 4.5570
H -3.6511 -3.3797 3.6076
H -0.4964 -3.6508 3.0723
H 1.3800 -3.1092 1.5457
H 2.2409 -2.2940 2.8516
H 1.9205 -1.4158 1.3823
F -8.1762 2.1853 1.7180
C -6.8853 1.9374 1.3972
C -6.1114 1.1886 2.2690
C -4.7957 0.9405 1.9420
C -4.2289 1.4384 0.7422
C -2.8887 1.1920 0.4212
C -5.0687 2.1919 -0.1149
C -6.3859 2.4408 0.2074
H -6.5510 0.8138 3.1837
H -4.1706 0.3544 2.6047
H -2.2531 0.6239 1.0885
H -2.4698 1.5960 -0.4923
H -4.6612 2.5753 -1.0423
H -7.0337 3.0143 -0.4418

***

| no. | strongest force on any atom (eV Å⁻¹) |
| --- | --- |
| 1 | 0.733 |
| 2 | 4.672 |
| 3 | 0.206 |